(1)
{
  "formula": "C4H7NO",
  "method": "ωB97M-V/def2-TZVPD",
  "symbols": ["O", "N", "C", "C", "C", "C", "H", "H", "H", "H", "H", "H", "H"],
  "xyz": [[2.745, -1.556, -0.299], [1.056, -0.180, 0.385], [-1.258, -0.063, -0.527], [1.829, -0.800, -0.548], [-0.044, 0.652, -0.010], [-1.271, 0.544, 0.840], [-1.079, -1.128, -0.681], [-1.235, -0.050, 1.750], [-1.803, 1.485, 0.968], [1.228, -0.383, 1.361], [1.518, -0.517, -1.576], [0.229, 1.640, -0.382], [-1.915, 0.357, -1.280]],
  "atomic_forces_ev_per_a": [[-0.2728, 0.2257, -0.1776], [0.0860, -0.0842, -0.3181], [-0.1155, -0.4060, -0.4287], [0.1894, -0.0812, 0.2836], [0.1727, 0.3048, 0.2934], [-0.0169, 0.2836, 0.3619], [-0.3033, 0.2186, 0.4093], [0.0454, -0.0968, -0.2801], [-0.1000, -0.3068, -0.1094], [0.0235, 0.0970, -0.2101], [0.1501, -0.1609, 0.1288], [-0.1305, -0.2161, 0.0153], [0.2717, 0.2223, 0.0319]],
  "mulliken_charge": [-0.566, -0.207, -0.466, 0.059, -0.005, -0.670, 0.253, 0.282, 0.222, 0.231, 0.314, 0.304, 0.248],
  "largest_force_ev_per_a": 0.6,
  "e_above_lowest_kcal_mol": 31.2,
  "total_energy_ha": -286.581988,
  "orbital_gap_ev": 10.8,
  "total_charge": 0,
  "smiles": "O=CNC1CC1"
}

---

(2)
{
  "formula": "C15H26F3N3O7PS",
  "method": "ωB97M-V/def2-TZVPD",
  "symbols": ["S", "P", "F", "F", "F", "O", "O", "O", "O", "O", "O", "O", "N", "N", "N", "C", "C", "C", "C", "C", "C", "C", "C", "C", "C", "C", "C", "C", "C", "C", "H", "H", "H", "H", "H", "H", "H", "H", "H", "H", "H", "H", "H", "H", "H", "H", "H", "H", "H", "H", "H", "H", "H", "H", "H", "H"],
  "xyz": [[2.307, 5.492, -2.615], [-1.904, 1.568, -1.423], [3.736, 3.556, -1.405], [4.850, 5.543, -1.558], [3.087, 5.233, -0.021], [-2.794, 3.022, -1.174], [-1.412, 1.076, -0.059], [-0.477, -2.290, 6.142], [2.955, 6.031, -3.869], [0.200, -3.019, 1.738], [1.384, 6.505, -2.003], [-2.952, 0.429, -2.106], [-0.536, 0.058, -3.983], [0.038, 1.281, -3.661], [-2.166, -2.363, 3.473], [-0.076, -4.413, 1.714], [-2.485, -1.762, 4.771], [0.256, 3.417, -2.175], [0.520, -2.739, 5.239], [1.433, 3.890, -3.055], [-1.317, -1.258, 5.635], [-1.487, -1.456, 2.547], [3.591, 4.984, -1.315], [-0.913, -2.211, 1.347], [1.137, 1.704, -4.525], [-0.142, -1.343, -1.891], [-0.448, 2.056, -2.540], [0.230, -0.899, -3.403], [1.904, 3.044, -4.273], [1.489, -1.620, -4.053], [-2.202, -0.707, 2.191], [-3.190, -0.940, 4.612], [1.544, -1.559, -5.191], [-2.504, 3.706, -1.823], [0.139, -3.571, 4.643], [-1.273, -1.483, -1.792], [-1.573, -3.168, 3.640], [1.358, -3.122, 5.825], [1.556, -2.732, -3.773], [-1.683, -2.793, 0.829], [-0.107, 4.013, -1.270], [-0.657, -0.935, 3.034], [-3.280, 0.776, -2.968], [0.268, -0.506, -1.211], [-0.528, -4.712, 0.765], [-0.523, -1.476, 0.637], [0.871, -4.945, 1.830], [2.440, -1.122, -3.615], [-3.020, -2.527, 5.344], [-1.758, -0.780, 6.516], [0.424, -2.297, -1.616], [1.485, 1.089, -5.430], [2.770, 3.389, -4.951], [-0.726, -4.698, 2.545], [-0.726, -0.481, 5.140], [0.889, -1.939, 4.592]],
  "atomic_forces_ev_per_a": [[-1.3623, 5.3681, -3.0787], [-1.7941, -0.8790, 4.0744], [-0.3177, 3.2725, 0.0384], [-3.7434, -1.2040, 0.8684], [1.6011, -0.2543, -3.5638], [2.3236, -2.2252, -1.9525], [-0.8483, 1.1379, -4.0543], [0.0247, 0.3381, -0.3353], [-1.1073, -2.8226, 3.5459], [-0.3320, -0.3053, -0.3426], [2.0886, -3.7951, -0.7181], [2.0479, 3.0388, 0.1327], [1.8277, -0.0961, 0.9754], [1.3878, 2.5917, -0.3983], [0.1968, 0.1181, -0.0535], [0.3058, 0.1588, 0.1778], [0.1290, -0.2452, 0.0386], [1.2513, -2.1244, -3.0884], [-0.0518, -0.1927, 0.3675], [-1.6860, -3.5484, -0.3647], [-0.3846, -0.1277, 0.3013], [-0.0748, -0.4977, -0.0848], [1.9154, -2.0507, 2.1226], [0.2201, 0.5350, 0.3837], [0.9257, 3.7632, 1.8475], [1.0598, -0.3504, -1.5444], [2.6129, 2.7911, -1.3575], [0.1500, -1.7393, 1.6817], [-3.1133, -1.1961, 2.5257], [-0.3648, -0.0696, -0.0722], [0.0451, -0.0021, 0.0123], [0.0718, 0.0554, -0.0185], [-0.2904, 0.2268, 1.5728], [-0.5451, -0.4317, 0.5394], [0.1324, 0.0344, -0.2257], [1.6687, 0.4913, -0.0892], [-0.0848, 0.1007, -0.0442], [-0.0784, 0.0748, 0.0434], [-0.2557, 1.7343, -0.1458], [-0.0048, -0.1373, 0.1744], [0.6197, -0.9217, -1.4380], [0.0980, 0.1649, -0.1636], [0.0177, -0.4726, 0.5486], [-0.8697, -0.9940, -0.9151], [-0.0889, -0.0369, 0.0239], [-0.0962, 0.0497, 0.1500], [-0.0459, 0.1255, -0.0059], [-1.5051, -0.5999, -0.4737], [0.0629, 0.1395, 0.0195], [0.0339, -0.0759, -0.0376], [-0.8620, 1.3303, -0.3327], [-1.1700, 0.6514, 1.8036], [-1.6184, -0.6422, 1.2333], [-0.1301, -0.1360, -0.1137], [0.1074, -0.0912, -0.1426], [-0.1002, -0.0271, -0.0475]],
  "mulliken_charge": [1.005, 0.916, -0.229, -0.164, -0.174, -0.503, -0.512, -0.427, -0.584, -0.408, -0.546, -0.437, -0.923, 0.492, -0.361, -0.758, -0.715, -0.331, -0.505, 0.085, -0.460, -0.182, 0.720, -0.134, -0.173, -0.809, 0.212, 0.656, -0.536, -1.194, 0.396, 0.394, 0.343, 0.362, 0.142, 0.343, 0.080, 0.318, 0.402, 0.518, 0.462, 0.139, 0.333, 0.231, 0.343, -0.292, 0.264, 0.322, 0.367, 0.370, 0.440, 0.377, 0.412, 0.312, 0.335, 0.267],
  "largest_force_ev_per_a": 6.3,
  "total_energy_ha": -2316.659345,
  "orbital_gap_ev": 4.2,
  "total_charge": 1
}

---

(3)
{
  "formula": "C21H21N5OS2",
  "method": "ωB97M-V/def2-TZVPD",
  "symbols": ["S", "S", "O", "N", "N", "N", "N", "N", "C", "C", "C", "C", "C", "C", "C", "C", "C", "C", "C", "C", "C", "C", "C", "C", "C", "C", "C", "C", "C", "H", "H", "H", "H", "H", "H", "H", "H", "H", "H", "H", "H", "H", "H", "H", "H", "H", "H", "H", "H", "H"],
  "xyz": [[3.185, -1.430, -0.278], [-2.282, -2.832, -4.487], [-1.950, -1.195, 0.924], [-2.556, -1.685, -1.793], [4.592, 1.916, 1.726], [-0.283, -1.704, -2.316], [-4.298, -2.167, -2.939], [4.191, 4.027, 2.352], [0.398, -1.518, 0.400], [4.559, 0.682, 0.903], [-1.026, 0.931, 2.939], [-1.235, 0.981, 1.560], [0.617, 2.519, 1.352], [4.125, 3.180, 1.356], [1.403, -1.590, -0.575], [-4.802, -2.727, -4.053], [-0.959, -1.469, -0.003], [0.982, -1.680, -1.909], [0.782, 2.502, 2.736], [-2.320, 0.192, 0.933], [-0.044, 1.724, 3.531], [-2.997, -2.147, -3.019], [-0.389, 1.784, 0.763], [-6.292, -2.881, -4.185], [-1.243, -1.610, -1.394], [-3.906, -3.175, -4.988], [4.663, 3.298, 3.390], [4.883, 1.999, 3.063], [3.148, 0.234, 0.568], [2.516, 0.170, 1.448], [0.124, 1.696, 4.624], [4.996, -0.129, 1.461], [-0.533, 1.843, -0.324], [5.298, 1.196, 3.683], [-1.635, 0.286, 3.582], [5.075, 0.794, -0.040], [3.776, 3.473, 0.371], [-3.258, 0.310, 1.484], [1.189, 3.149, 0.708], [-6.661, -3.403, -3.293], [1.753, -1.681, -2.664], [-3.259, -1.788, -1.087], [-4.218, -3.679, -5.889], [2.734, 0.983, -0.128], [1.531, 3.141, 3.190], [-6.796, -1.902, -4.315], [4.816, 3.773, 4.313], [0.635, -1.401, 1.453], [-6.512, -3.545, -5.036], [-2.517, 0.557, -0.098]],
  "atomic_forces_ev_per_a": [[-0.9446, 0.5932, 0.5980], [-0.5689, 0.5867, 1.3717], [-0.2630, -0.8092, -0.6239], [2.7048, 0.1315, -0.3317], [-0.8778, 0.0116, -1.3003], [-0.3534, -0.2159, 0.3645], [-0.0663, -0.2345, -1.1605], [-0.2555, -0.2206, -0.7322], [-1.0093, 0.3676, -0.4802], [-0.6241, 0.0977, 0.5136], [-0.0534, 0.1052, 0.1801], [0.7772, 0.9584, -0.0062], [-0.4359, -0.0225, 0.4094], [0.5251, -0.6486, 0.1793], [-0.1082, 0.0289, -0.5949], [-0.7076, -0.8725, -1.4178], [1.7151, 0.2843, -0.0222], [0.4078, 0.3265, 0.6738], [0.1363, 0.3788, -0.1531], [-0.3238, 0.3507, -0.6328], [0.2797, -0.4299, 0.3843], [-0.9847, 0.1476, 0.8267], [-0.7379, -0.6167, 0.1943], [0.0699, -0.3369, -0.2171], [0.2225, -0.2159, 0.8837], [-0.7288, 0.3271, 0.5579], [-0.0475, -0.0656, 0.3182], [0.5284, -0.1999, 0.2547], [-0.3316, 0.1917, -0.8766], [-0.0129, 0.0270, 0.1177], [-0.2323, 0.0421, -0.7605], [0.6407, -0.0239, 0.3521], [-0.0447, -0.1365, 0.4772], [-0.3273, 0.2913, -0.6497], [0.0698, 0.2299, -0.3828], [0.5099, 0.3211, -0.0406], [0.1855, -0.4973, 0.0448], [0.1754, -0.4381, 0.0359], [0.5855, 0.3797, -0.0600], [-0.1139, 0.3861, -0.1079], [-0.0267, -0.0827, -0.3103], [-0.1724, 0.1303, 0.2440], [0.5022, 0.0953, -0.1387], [-0.2096, -0.4642, 0.2376], [0.0758, -0.0916, -0.0354], [0.2046, -0.5955, 0.1618], [0.2163, 0.3305, 1.1380], [-0.0826, -0.0520, -0.0791], [-0.0514, 0.4455, 0.1788], [0.1635, -0.2959, 0.4164]],
  "mulliken_charge": [-0.169, -0.081, -0.585, -0.020, 0.299, -0.473, -0.605, -0.554, -0.227, -1.089, -0.259, 0.430, -0.826, -0.303, 0.023, 0.232, 0.558, -0.600, -0.356, -1.001, -0.604, 0.446, -0.090, -1.063, 0.051, -0.422, -0.707, -0.011, -0.165, 0.305, 0.354, 0.452, 0.314, 0.361, 0.388, 0.336, 0.441, 0.532, 0.545, 0.283, 0.438, 0.354, 0.374, 0.292, 0.438, 0.249, 0.466, 0.586, 0.318, 0.347],
  "largest_force_ev_per_a": 2.7,
  "e_above_lowest_kcal_mol": 0.0,
  "total_energy_ha": -1958.210636,
  "orbital_gap_ev": 8.3,
  "total_charge": 0,
  "smiles": "Cc1csc(Nc2ncc(SCCn3ccnc3)cc2OCc2ccccc2)n1"
}